(1)
Density functional theory data (wB97M-V/def2-TZVPD) for a molecular structure, C46H52BaClN7Se at a distorted geometry.

XYZ file:
```
108
C46H52BaClN7Se wB97M-V/def2-TZVPD
Ba -0.6811 -0.2180 0.4406
C -5.7357 -0.0016 -3.2806
C -4.5026 -0.0670 -4.1903
C -3.2597 0.3320 -3.4577
C -2.6531 1.5462 -3.4391
C -3.0062 2.7642 -4.2343
C -2.1347 2.9227 -5.4853
C -1.5292 1.4346 -2.5096
C -0.5954 2.4371 -2.2522
C 0.6015 2.3674 -1.5165
C 1.6304 3.3954 -1.4814
C 1.5558 4.7249 -2.1663
C 1.9210 4.6416 -3.6534
C 2.6771 2.8716 -0.7742
C 2.2743 1.5327 -0.3754
C 3.0728 0.6055 0.3182
C 2.7928 -0.7297 0.6105
N 1.6326 -1.3610 0.3086
C 1.7530 -2.6520 0.6712
C 0.7826 -3.6452 0.4578
C -0.4291 -3.5531 -0.2319
N -0.9232 -2.4332 -0.8039
C -2.0433 -2.7620 -1.4805
C -2.7793 -1.8750 -2.2713
C -2.5103 -0.5198 -2.5320
N -1.4985 0.1819 -1.9950
C -2.3173 -4.1909 -1.2997
C -1.3245 -4.6795 -0.5151
C -1.1325 -6.0772 -0.0156
C -0.1267 -6.8680 -0.8607
C -3.5186 -4.9138 -1.8237
C -4.7634 -4.6438 -0.9697
C 3.0734 -2.8771 1.2646
C 3.7179 -1.6802 1.2269
C 5.0821 -1.3472 1.7445
C 5.0309 -0.6346 3.1021
C 3.5751 -4.1742 1.8189
C 3.1851 -4.3723 3.2882
N 1.0203 1.2855 -0.8200
C 4.0091 3.4967 -0.4940
C 5.1000 3.0171 -1.4592
H -6.6398 -0.3234 -3.8053
H -5.8820 1.0174 -2.9192
H -5.5947 -0.6334 -2.4031
H -4.6514 0.5838 -5.0569
H -4.3917 -1.0817 -4.5844
H -2.9032 3.6519 -3.6039
H -4.0580 2.7186 -4.5292
H -1.0794 2.9660 -5.2114
H -2.3885 3.8331 -6.0354
H -2.2664 2.0669 -6.1504
H -0.7853 3.3889 -2.7400
H 2.2229 5.4358 -1.6701
H 0.5457 5.1321 -2.0675
H 2.9454 4.2844 -3.7744
H 1.8342 5.6155 -4.1429
H 1.2641 3.9366 -4.1649
H 4.0532 0.9609 0.6224
H 1.0113 -4.6227 0.8682
H -3.6472 -2.2913 -2.7738
H -2.0923 -6.6007 -0.0102
H -0.7995 -6.0397 1.0251
H -0.4758 -6.9477 -1.8927
H 0.0207 -7.8765 -0.4657
H 0.8387 -6.3601 -0.8770
H -3.3211 -5.9889 -1.8519
H -3.7131 -4.6081 -2.8563
H -4.5987 -4.9857 0.0532
H -5.6432 -5.1533 -1.3720
H -4.9700 -3.5737 -0.9269
H 5.6069 -0.7115 1.0239
H 5.6736 -2.2621 1.8381
H 4.4551 0.2887 3.0266
H 6.0337 -0.3908 3.4637
H 4.5376 -1.2663 3.8419
H 4.6643 -4.2187 1.7179
H 3.1797 -5.0019 1.2236
H 3.6305 -3.5896 3.9056
H 3.5293 -5.3409 3.6616
H 2.1028 -4.3213 3.4175
H 4.3126 3.2689 0.5326
H 3.9277 4.5861 -0.5552
H 5.1967 1.9317 -1.4110
H 6.0697 3.4641 -1.2237
H 4.8390 3.2793 -2.4862
N -2.5470 1.5047 3.9521
C -1.8765 2.4791 4.6011
C -2.1881 2.9073 5.8846
C -1.4892 3.9641 6.4908
C -0.4790 4.6274 5.8430
C -0.1110 4.2087 4.5410
C 0.9101 4.8257 3.7818
C 1.2071 4.3580 2.5334
C 0.5112 3.2318 2.0434
N -0.4241 2.6236 2.7262
C -0.7753 3.1184 3.9332
H -3.3957 1.1577 4.3598
H -2.5086 1.4641 2.9357
H -3.0055 2.4293 6.4122
H -1.7755 4.2712 7.4905
H 0.0417 5.4568 6.3069
H 1.4410 5.6722 4.2052
H 1.9756 4.8131 1.9210
H 0.7526 2.8277 1.0685
Cl -3.3127 1.2979 0.9452
Se -0.8142 -4.3025 4.2705
C -0.8651 -2.7264 3.3999
N -0.8891 -1.7116 2.8302
```

Calculated values
* net charge: -2
* E: -5054.76625 a.u.
* gap between HOMO and LUMO: 5.740 eV
* HOMO energy: -1.68 eV

Atom charges from the Löwdin analysis, given in e for atoms 1 to 5: 1.70, -0.09, -0.21, -0.14, -0.14

(2)
Density functional theory data (wB97M-V/def2-TZVPD) for a molecular structure, C33H41AlAs2GeN at a distorted geometry.

XYZ file:
```
79
C33H41AlAs2GeN wB97M-V/def2-TZVPD
Al 0.1919 0.7056 -0.8609
C -0.1783 -2.9946 -3.5264
As -1.1551 -1.3177 -4.1049
C -1.5294 -1.9194 -5.9584
C -2.8676 -1.5981 -3.2547
C -3.5955 -2.7217 -3.7061
C -4.5900 -3.2682 -2.8894
C -5.0007 -2.6242 -1.7649
C -4.3593 -1.4295 -1.3649
C -3.2449 -0.9454 -2.0950
As -2.3459 0.7251 -1.5713
C -3.1021 1.6997 -3.1944
C -3.7895 1.5451 -0.4882
H -0.8477 -3.8417 -3.7112
H 0.1062 -2.9089 -2.5413
H 0.6452 -3.1155 -4.2198
H -0.8489 -1.3801 -6.6379
H -2.5714 -1.6510 -6.1606
H -1.4374 -2.9509 -6.0676
H -3.4972 -3.0888 -4.7181
H -4.9765 -4.2553 -3.1596
H -5.8020 -3.0612 -1.1813
H -4.7119 -0.8895 -0.4778
H -3.9895 1.2150 -3.6396
H -2.4075 1.7645 -3.9915
H -3.3588 2.7561 -2.9486
H -4.7312 1.4235 -1.0283
H -3.6564 2.6373 -0.3140
H -3.9557 1.0390 0.4267
C 1.3984 2.7278 -3.5543
C 1.5046 3.0096 -2.0671
C 2.9437 2.9000 -1.5481
C 0.9818 4.5013 -1.8165
N 0.6882 2.2350 -1.2685
H 2.0221 3.2656 -4.2479
H 0.3300 2.9050 -3.8349
H 1.5962 1.6565 -3.7495
H 3.5967 3.5969 -2.1499
H 3.3348 1.8730 -1.5945
H 2.9739 3.2309 -0.5346
H 1.5905 5.2862 -2.3228
H 0.9694 4.7055 -0.7220
H -0.0557 4.5569 -2.1819
C 1.0135 -0.3505 0.4833
Ge 1.3493 -0.3701 2.4419
C 0.6028 1.2021 3.2466
C 0.0290 1.0352 4.4836
C -0.7584 2.0722 5.0487
C -0.7445 3.3255 4.4459
C -0.2550 3.4353 3.1359
C 0.3895 2.3989 2.5193
C 3.2732 -0.3134 2.5794
C 4.0833 -0.5905 1.4179
C 5.4413 -0.3873 1.4418
C 6.0591 -0.0130 2.6436
C 5.2523 0.2657 3.7715
C 3.8967 -0.0040 3.7882
C 0.7908 -2.1382 3.1974
C 1.3868 -2.6727 4.3128
C 0.9968 -3.9258 4.8399
C -0.0133 -4.6464 4.1811
C -0.6913 -4.0559 3.1168
C -0.2872 -2.7918 2.6324
H 1.3221 -1.3861 0.2254
H 0.3019 0.0966 5.0485
H -1.2816 1.8197 6.0017
H -1.1492 4.2808 4.8897
H -0.4612 4.3503 2.5132
H 0.8333 2.4781 1.4990
H 3.5624 -0.8386 0.4776
H 5.9961 -0.3975 0.4985
H 7.1029 -0.0128 2.7029
H 5.5838 0.7652 4.7174
H 3.3706 0.2785 4.7087
H 2.0875 -2.0238 4.9011
H 1.4825 -4.4061 5.7198
H -0.3979 -5.5411 4.6611
H -1.5463 -4.5583 2.7148
H -0.8888 -2.3796 1.7354
```

Calculated values
* net charge: -1
* E: -8127.56359 a.u.
* gap between HOMO and LUMO: 4.964 eV
* HOMO energy: -2.58 eV

Atom charges from the Löwdin analysis, given in e for atoms 1 to 5: 0.03, -0.27, 1.15, -0.33, -0.47

(3)
Density functional theory data (wB97M-V/def2-TZVPD) for a molecular structure, C23H22CuFN4O7 at a distorted geometry.

XYZ file:
```
58
C23H22CuFN4O7 wB97M-V/def2-TZVPD
Cu 14.0494 3.9038 6.3139
C 18.3261 6.2265 12.0580
C 18.2277 4.7567 11.6606
N 17.0564 4.4765 10.7943
C 17.2663 4.3521 9.4684
C 16.2823 4.1444 8.5158
C 16.7469 4.2352 7.0808
O 17.9386 4.4591 6.8112
O 15.8612 4.0716 6.0886
C 14.9475 3.8748 8.9550
O 13.8881 3.6420 8.2599
C 14.7209 4.0094 10.3851
C 13.4192 3.7736 10.9291
C 13.1952 3.9037 12.2661
F 11.9083 3.5923 12.6572
C 14.1849 4.3567 13.1830
C 15.4642 4.5261 12.6466
C 15.7661 4.3230 11.2876
N 13.8404 4.7322 14.4843
C 12.4531 4.8772 14.8649
C 12.2930 5.4751 16.2704
N 13.3631 6.4814 16.5735
C 14.7852 5.9302 16.4695
C 14.7850 4.6654 15.5933
H 19.1274 6.4356 12.7330
H 17.3966 6.5643 12.4782
H 18.4934 6.8117 11.1527
H 18.1440 4.1064 12.5360
H 19.0889 4.4564 11.0503
H 18.2999 4.4981 9.1640
H 12.6787 3.5107 10.1783
H 16.2488 4.7910 13.3621
H 11.9027 3.9088 14.8710
H 11.9043 5.5025 14.1367
H 12.3775 4.6999 16.9961
H 11.2765 5.9361 16.4063
H 13.1988 6.9016 17.5102
H 13.2970 7.2629 15.9169
H 15.1770 5.6685 17.4412
H 15.4021 6.7454 16.1447
H 14.5316 3.7463 16.2004
H 15.8379 4.5421 15.2120
O 12.1695 3.6503 6.1144
C 11.7135 4.8677 6.2461
O 12.4841 5.8448 6.3908
C 10.2668 5.1340 6.2184
C 9.3840 4.1213 5.8038
C 8.0399 4.4159 5.6621
C 7.5100 5.6776 5.9219
C 8.4006 6.6510 6.4037
C 9.7556 6.3958 6.5662
N 7.9813 8.0437 6.4468
O 8.8552 8.9002 6.3014
O 6.7768 8.2581 6.5076
H 9.7071 3.1102 5.5628
H 7.3421 3.6660 5.3511
H 6.4902 5.9388 5.7492
H 10.4192 7.1570 6.9430
```

Calculated values
* E: -3375.52705 a.u.
* gap between HOMO and LUMO: 2.572 eV
* HOMO energy: -4.79 eV

Atom charges from the Löwdin analysis, given in e for atoms 1 to 5: 0.40, -0.06, -0.17, -0.04, 0.04